{
  "formula": "C48H65BClN11O6P",
  "method": "ωB97M-V/def2-TZVPD",
  "charge": -1,
  "homo_energy_ev": -5.84,
  "e_above_lowest_ev": 0.516,
  "lumo_energy_ev": 1.95,
  "orbital_gap_ev": 7.78,
  "elements": ["H", "H", "H", "C", "O", "H", "O", "O", "H", "C", "H", "C", "H", "N", "H", "C", "H", "C", "H", "C", "C", "N", "H", "C", "H", "O", "C", "N", "P", "H", "C", "C", "B", "H", "C", "H", "H", "H", "C", "H", "O", "N", "N", "H", "H", "C", "H", "C", "H", "H", "H", "H", "C", "H", "H", "H", "C", "C", "H", "C", "H", "H", "N", "C", "C", "C", "N", "H", "C", "C", "C", "H", "C", "H", "C", "H", "H", "N", "C", "N", "C", "C", "C", "H", "C", "H", "N", "H", "C", "C", "H", "C", "C", "H", "C", "H", "C", "H", "C", "N", "H", "H", "H", "H", "C", "H", "C", "C", "H", "H", "H", "C", "C", "H", "H", "C", "C", "H", "H", "H", "H", "H", "C", "H", "Cl", "H", "H", "C", "O", "H", "H", "H", "H"],
  "positions_angstrom": [[-10.5585, 7.3769, 6.1984], [9.6347, -9.0610, -5.5155], [4.5884, -6.6941, 1.5335], [2.2439, 0.1812, -1.3138], [6.5344, 2.5848, -2.6941], [-11.3053, 3.4190, 5.0520], [4.3613, 2.1693, -3.9730], [3.8695, -1.4943, -1.4191], [-10.1346, -0.0095, 0.1534], [-11.7758, 5.3696, 4.0531], [5.3442, -5.1093, -0.5359], [-0.3207, 10.0138, -3.1398], [4.7155, 1.1730, -0.9420], [7.7947, -6.6348, 0.9731], [0.7412, 10.8839, -4.9106], [-0.1918, 1.6972, -0.3169], [-0.7891, 8.2993, -1.7897], [8.3287, -6.1739, -4.5547], [-4.4539, -1.0246, 1.4146], [-3.4680, -1.4605, 1.4397], [7.3512, -5.7843, -0.0046], [-1.4622, -2.1600, 0.8132], [-10.3709, 2.7606, 8.6002], [-8.8035, 2.1211, 7.1308], [-0.7759, 1.6087, -2.3899], [6.2821, 0.5407, -4.2878], [5.5924, -6.5305, 1.1783], [-8.7088, 0.0493, 7.9041], [5.4572, 1.4947, -3.2545], [-6.9300, -3.2481, 8.1592], [5.5710, 5.8828, -3.2468], [3.5815, -2.4594, 1.0604], [3.3787, -1.2722, -0.0328], [-8.6129, 3.0038, 6.5420], [-9.7227, 1.9941, 8.2068], [5.8684, -3.1143, -5.4965], [0.3907, 1.0256, 0.3287], [-8.1835, -2.1601, 6.0027], [2.8631, -1.8432, -3.6377], [6.4943, 5.4985, -3.6467], [1.9851, -0.8246, -0.3430], [-7.6064, -1.4524, 1.6081], [-10.8731, 6.5865, 5.6669], [6.8694, -7.7716, 2.5238], [0.0289, 2.7205, 0.0238], [-9.8090, -1.4585, 1.8308], [4.4488, -3.0769, 0.7653], [-5.3013, -3.5723, 6.7423], [5.6484, -0.1937, -1.5268], [8.0237, -9.1930, -3.6016], [9.3578, -3.5089, -8.0326], [2.4954, 5.3228, -2.3915], [4.8800, 0.5345, -1.8192], [3.8702, -1.9911, 2.0146], [-8.4451, -0.9132, 8.0130], [9.1278, -0.9796, -7.0803], [-2.6069, -1.5546, 0.3782], [7.4875, -3.8458, -6.8457], [-0.6551, -2.3566, 0.2428], [-7.1932, -2.5870, 6.0322], [1.0088, 0.0825, -3.1927], [2.4765, 1.1148, -0.7695], [2.1938, -2.7698, -3.5704], [8.5888, -3.1264, -7.3812], [6.7280, -7.0910, 1.7008], [-6.3307, -2.6779, 4.9727], [0.5397, 7.9944, -3.4280], [7.0839, -0.9324, -5.6337], [-6.5387, -3.1555, 7.1586], [8.5001, -1.8391, -6.9153], [-0.2916, 8.7391, -2.6377], [3.8359, -0.2588, 0.5266], [5.2255, 7.1413, -2.8171], [-12.2719, 5.0881, 3.1388], [-10.7224, 5.2767, 6.0354], [-0.8881, 10.8368, -2.7367], [-10.2387, 5.0147, 6.9616], [4.4844, 5.0704, -3.0963], [3.5721, -0.2775, -2.0783], [7.3936, -1.7573, -6.1173], [-9.4604, -0.5844, 0.7666], [1.0485, 8.7779, -4.4247], [3.8723, 7.0822, -2.3932], [-8.4664, -2.6703, 3.1355], [6.7681, -2.9734, -6.0737], [5.6730, -0.1831, -4.5137], [-5.1866, -3.2808, 5.4119], [3.2799, 7.8923, -1.9982], [5.9878, -5.7009, 0.0950], [0.1567, 1.5591, -1.8129], [8.7531, -6.8840, 1.1315], [-9.6392, 0.7055, 8.6636], [-11.5180, 6.6515, 4.4615], [-1.2583, 1.5357, -0.1034], [7.7638, -7.0996, -3.7191], [-4.3838, -3.4801, 4.8415], [-11.2706, 4.4963, 5.0532], [-6.6346, -1.6609, 1.7515], [9.2004, -6.8727, -5.4325], [8.2626, -8.3301, -4.0538], [-11.7352, 7.6002, 4.0002], [7.0524, -6.9895, -2.9167], [0.2709, -0.5510, -1.7320], [-2.7071, -1.2400, -0.6470], [0.5310, 10.0383, -4.2763], [2.6854, -3.0835, 1.2143], [-8.6442, -1.9760, 2.3319], [0.9176, 0.2538, -2.1109], [-7.4320, -0.0828, -0.0162], [8.1374, -5.1145, -4.5406], [-10.1599, 0.2004, 9.4598], [9.1365, -8.2009, -5.1003], [-8.1924, 0.9059, 6.9707], [8.0429, -5.3143, -0.6838], [0.7481, 7.0204, -3.2958], [-2.8118, -2.0353, 2.5612], [-8.0954, -0.6007, 0.6558], [-0.7680, -2.9290, 2.6718], [-7.4385, 0.5763, 6.2754], [4.4519, 4.0854, -3.3341], [6.3894, 2.7140, -1.7463], [-10.8012, -1.6808, 2.1878], [-1.5745, -2.4521, 2.1409], [-6.4310, -2.3684, 3.9486], [1.1483, 2.9800, -2.3611], [-3.1982, -2.1252, 3.5635], [9.8038, -6.4477, -6.2183], [3.4457, 5.7917, -2.5791], [3.4222, -0.6701, -3.4810], [5.8704, 8.0052, -2.8102], [7.2506, -4.8842, -7.0075], [-4.4969, -4.0494, 7.2761], [1.7324, 8.3724, -5.1509]],
  "lowdin_charge": [0.1410, 0.0989, 0.0901, -0.2621, -0.1327, 0.0917, -0.2851, -0.0019, 0.0880, -0.1132, 0.0934, -0.1236, 0.1009, -0.0059, 0.0842, -0.1165, 0.1033, -0.1135, 0.0699, -0.1201, -0.1483, 0.0333, 0.0836, -0.1151, 0.0912, -0.1383, -0.1083, 0.0079, 0.5062, 0.0873, -0.1460, -0.0328, -0.7503, 0.0823, -0.1196, 0.1103, 0.0771, 0.0868, -0.3372, 0.1031, -0.0498, 0.0077, -0.0027, 0.0985, 0.0592, -0.1102, 0.0315, -0.1328, 0.1247, 0.1398, 0.0855, 0.0437, -0.1042, 0.0376, 0.1200, 0.1041, -0.1409, -0.1318, 0.1489, -0.1232, 0.1136, 0.1272, 0.1917, -0.1126, -0.1529, -0.1340, 0.0124, 0.1000, -0.1154, -0.1380, -0.1453, 0.1119, -0.1208, 0.0884, -0.1476, 0.0836, 0.0964, 0.0261, -0.3809, 0.0158, -0.1137, -0.1437, -0.1273, 0.0909, -0.1351, 0.0644, 0.0171, 0.0841, -0.1093, -0.6754, 0.1378, -0.1455, -0.1482, 0.0709, -0.1325, 0.1282, -0.1088, 0.1125, -0.1145, -0.0027, 0.1024, 0.1005, 0.1184, 0.1082, -0.1207, 0.0394, -0.1456, -0.1526, 0.1061, 0.0784, 0.1017, -0.1518, -0.1355, 0.1052, 0.1323, -0.1215, -0.1390, 0.1107, 0.1050, 0.0817, 0.0813, 0.0881, -0.1290, 0.0805, 0.6145, 0.0661, 0.0879, -0.1571, 0.0219, 0.0821, 0.0904, 0.1078, 0.1084]
}